# 1
# C11H7BFO11

A 2-piece molecular cluster, C11H7BFO11 overall (ωB97M-V/def2-TZVPD, the Open Molecules 2025 dataset).

Geometry as XYZ:
```
31
Properties=species:S:1:pos:R:3:nbo_charge:R:1
F 0.55036 2.35455 0.94947 -0.27
O -1.17919 -0.28285 2.13815 -0.58
O -3.11154 -2.38129 0.18189 -0.65
O -6.75577 -3.78703 2.30800 -0.56
O 0.52698 0.54992 -2.06566 -0.49
O -5.23237 -1.22380 0.54572 -0.65
O -0.91370 -2.04532 -0.19548 -0.58
O 2.64410 0.53972 -2.78545 -0.53
O -3.32121 -0.97915 2.04670 -0.65
O -7.46463 -1.53074 0.53363 -0.56
O -1.30504 0.89893 -0.76651 -0.47
O -4.67195 -3.00907 1.95032 -0.66
C 4.63534 1.99667 -1.01402 -0.40
C -0.15301 1.04667 -0.96913 0.73
C 5.21498 0.56821 -1.05075 -0.62
C -2.06394 -0.92482 1.64545 0.69
C -6.35877 -1.83154 0.87997 0.68
C -5.98774 -3.01486 1.81069 0.68
C 3.39658 2.14254 -0.11930 -0.43
C 2.09843 1.62687 -0.67104 -0.17
C -1.92489 -1.85018 0.41772 0.69
C 0.88337 1.74095 -0.14669 0.36
C 1.87153 0.87227 -1.94776 0.78
B -4.08574 -1.89765 1.17923 1.16
H 4.39587 2.31819 -2.03178 0.22
H 5.00476 0.07141 -1.99978 0.23
H 3.58468 1.61554 0.82692 0.23
H 5.38866 2.69432 -0.63199 0.20
H 6.30120 0.58156 -0.91317 0.20
H 4.79152 -0.05483 -0.25581 0.20
H 3.24113 3.19478 0.15047 0.23
```

- LUMO energy: 1.513 eV
- Max |F|: 0.013 Eh/bohr
- Total charge: -1
- Electronic energy: -37445.163 eV
- HOMO energy: -6.922 eV

***

# 2
# C11H7CaN2O6

C11H7CaN2O6 as an isolated structure at a distorted geometry (ωB97M-V/def2-TZVPD, the Open Molecules 2025 dataset).

Geometry as XYZ:
```
27
Properties=species:S:1:pos:R:3:nbo_charge:R:1
Ca -0.16673 0.20453 0.38237 1.46
O -2.93920 -0.81267 -1.12494 -0.38
O 3.05063 0.70774 0.92568 -0.37
O -0.02031 2.61299 -1.92826 -0.40
O -3.73050 3.74635 5.09034 -0.56
O 2.12416 -1.07850 -1.92593 -0.53
O 0.32238 -2.98227 1.24629 -0.40
N -2.19404 2.92523 6.57919 -0.80
N -0.96179 1.09212 1.97225 -0.63
C 2.00550 0.46845 0.60603 0.41
C -2.04198 2.32263 4.15691 -0.06
C -0.38974 0.90080 3.13862 0.03
C 0.22776 -1.96248 0.82280 0.33
C -2.02888 1.84438 1.78036 0.02
C -0.92523 1.52072 4.27027 -0.19
C 0.94101 -1.03585 -1.93345 0.00
C 0.01004 1.72516 -1.26542 0.32
C -2.72983 3.05904 5.30740 0.64
C -1.95087 -0.52731 -0.71150 0.36
C -2.60332 2.48368 2.87928 -0.16
H -2.45829 1.95809 0.75524 0.22
H 0.04396 -1.31570 -2.53466 0.13
H -3.49545 3.10410 2.69254 0.27
H -0.43130 1.34842 5.23906 0.23
H -2.66791 3.41404 7.27758 0.42
H -1.38589 2.38306 6.81110 0.40
H 0.51458 0.25355 3.23168 0.22
```

- LUMO energy (alpha / beta): -4.658 / -4.661 eV
- Max |F|: 0.077 Eh/bohr
- Total charge: +1
- ΔE to the lowest compared entry with this formula, charge and spin: 2.541 eV
- Electronic energy: -45213.216 eV
- HOMO energy (alpha / beta): -9.383 / -9.288 eV

***

# 3
# C11H7Cl4F3NO5Tc

C11H7Cl4F3NO5Tc as an isolated structure (ωB97M-V/def2-TZVPD, the Open Molecules 2025 dataset).

Geometry as XYZ:
```
32
Properties=species:S:1:pos:R:3:nbo_charge:R:1
Tc -0.25553 0.44209 -1.57964 1.63
Cl -1.49342 2.92281 2.56240 0.11
Cl -3.73011 1.41939 4.14487 0.13
Cl -4.94882 -1.20254 3.00086 0.15
Cl -3.92384 -2.38932 0.29851 0.10
F -0.94119 3.81068 -3.79540 -0.26
F -0.46297 2.09399 -4.99718 -0.28
F -1.28870 1.80585 -2.99559 -0.36
O 1.81552 3.39118 -3.45254 -0.47
O -0.82114 1.49882 0.01761 -0.53
O 0.89373 -0.62144 -0.28817 -0.67
O 1.18328 1.49523 -2.40748 -0.73
O -1.77685 -0.65060 -0.90433 -0.65
N 2.64339 -1.72050 0.57076 -0.34
C -2.28326 -0.27566 0.22722 0.40
C 2.04234 -1.12690 -0.42469 0.55
C 3.97422 -2.30753 0.39114 -0.42
C -2.17923 1.47847 1.97569 -0.12
C -3.72644 -0.40409 2.14039 -0.02
C -3.28211 -0.94083 0.93176 -0.18
C -0.41669 2.61944 -3.78996 0.89
C 1.02897 2.54848 -3.16815 0.70
C -1.72703 0.95398 0.75304 0.31
C 1.95875 -1.78538 1.86331 -0.42
C -3.17227 0.80061 2.66074 -0.07
H 3.95465 -3.09324 -0.36262 0.23
H 2.58928 -1.07292 -1.36841 0.18
H 1.01121 -2.31395 1.76354 0.23
H 1.75083 -0.77925 2.22687 0.23
H 4.69800 -1.54860 0.09732 0.23
H 4.30058 -2.74445 1.32788 0.24
H 2.58484 -2.30380 2.58024 0.23
```

- Expectation value of S²: 3.78
- LUMO energy (alpha / beta): -4.599 / -6.084 eV
- Multiplicity: 4
- Max |F|: 0.018 Eh/bohr
- Total charge: +1
- ΔE to the lowest compared entry with this formula, charge and spin: 0.000 eV
- Electronic energy: -83681.833 eV
- HOMO energy (alpha / beta): -11.862 / -12.128 eV

***

# 4
# C11H7FeN2O6

C11H7FeN2O6 as an isolated structure at a distorted geometry (ωB97M-V/def2-TZVPD, the Open Molecules 2025 dataset).

Geometry as XYZ:
```
27
Properties=species:S:1:pos:R:3:nbo_charge:R:1
Fe -0.96650 -1.80525 -1.05768 0.56
O -2.16190 0.08225 -3.05348 -0.27
O 0.94440 0.09125 -6.12988 -0.44
O -1.95170 -4.09535 -2.71888 -0.27
O 1.39100 3.49455 -0.22338 -0.42
O -3.19810 -1.75655 0.94492 -0.30
O 0.84280 -3.70615 0.38732 -0.31
N -0.19070 -0.37845 0.28472 -0.67
N 1.85140 3.82105 1.92182 -0.77
C 0.27010 -0.09585 2.66022 -0.14
C 0.23440 -0.02805 -5.25298 0.44
C -0.19210 -0.83165 1.59892 0.00
C 0.76850 1.15515 2.43612 -0.24
C -1.73200 -0.63705 -2.26888 0.53
C 1.36520 3.04805 0.91172 0.58
C 0.80780 1.68125 1.13172 0.02
C -1.60210 -3.22135 -2.06178 0.48
C 0.30940 0.87455 0.04492 0.24
C 0.12670 -2.98055 -0.14048 0.53
C -2.34150 -1.77525 0.17622 0.52
H -0.56630 -1.80625 1.87452 0.21
H 0.23740 -0.50995 3.66332 0.27
H 2.22900 4.75875 1.72682 0.45
H 0.33040 1.25225 -0.96698 0.25
H 1.87260 3.52745 2.90762 0.41
H 0.20740 -1.83085 -2.11098 0.06
H 1.11430 1.67205 3.31452 0.25
```

- Expectation value of S²: 8.86
- LUMO energy (alpha / beta): -9.148 / -11.608 eV
- Multiplicity: 6
- Max |F|: 0.183 Eh/bohr
- Total charge: +2
- ΔE to the lowest compared entry with this formula, charge and spin: 0.992 eV
- Electronic energy: -61147.160 eV
- HOMO energy (alpha / beta): -13.404 / -16.384 eV

***

# 5
# C11H8Cl2O2

One molecule with the formula C11H8Cl2O2 at a distorted geometry (ωB97M-V/def2-TZVPD, the Open Molecules 2025 dataset).

Geometry as XYZ:
```
23
Properties=species:S:1:pos:R:3:nbo_charge:R:1
Cl -3.47032 -1.10967 -0.80536 0.08
Cl -2.12022 -1.09871 1.72770 0.08
O -0.87066 1.31537 -0.94327 -0.37
O -0.82888 -1.50217 -0.72116 -0.51
C -2.07815 -0.55927 0.08122 0.16
C -2.47493 1.93146 0.47671 -0.25
C 2.23255 -0.47167 1.03671 -0.20
C -1.87425 3.09320 -0.05915 -0.31
C 3.13776 -1.31065 0.41391 -0.25
C -1.81692 0.87678 -0.09332 0.13
C 0.89027 -0.49697 0.69920 -0.26
C 0.43447 -1.37851 -0.27562 0.29
C 2.68621 -2.19365 -0.55294 -0.19
C -0.90452 2.65233 -0.90937 0.11
C 1.34975 -2.23656 -0.89194 -0.26
H 3.37769 -2.86076 -1.04702 0.21
H -3.27935 1.87470 1.18081 0.24
H -0.20180 3.17804 -1.52492 0.21
H 0.98575 -2.92394 -1.63614 0.22
H 4.18373 -1.27675 0.67952 0.21
H 0.21007 0.16990 1.20408 0.21
H 2.56217 0.21938 1.79886 0.21
H -2.13041 4.10811 0.16149 0.24
```

- LUMO energy: 0.641 eV
- Max |F|: 0.081 Eh/bohr
- Total charge: 0
- ΔE to the lowest compared entry with this formula, charge and spin: 0.000 eV
- Electronic energy: -40674.451 eV
- HOMO energy: -8.332 eV

***

# 6
# C11H8F10N2O2S

One molecule with the formula C11H8F10N2O2S (ωB97M-V/def2-TZVPD, the Open Molecules 2025 dataset).

Geometry as XYZ:
```
34
Properties=species:S:1:pos:R:3:nbo_charge:R:1
S 0.16159 1.34135 -1.34203 2.12
F 2.64162 2.11986 2.78508 -0.36
F -2.97228 0.34058 -2.31711 -0.28
F -4.03614 -2.33855 1.16582 -0.29
F -1.70276 -1.14849 -1.39555 -0.30
F -3.63701 -0.46185 2.14966 -0.29
F -2.03585 -1.55835 1.20925 -0.32
F -2.16269 2.26229 -0.99265 -0.28
F -1.55458 1.09664 0.72420 -0.32
F -4.42641 -1.23761 -0.97759 -0.28
F -4.30045 0.67914 0.04334 -0.29
O 0.06396 0.79024 -2.65207 -0.87
O 0.46863 2.71197 -1.07898 -0.89
N 3.61262 0.89962 -1.65354 -0.23
N 1.17434 -2.33580 -2.59855 -0.26
C 1.22271 -1.13859 -0.26869 -0.32
C -2.44077 -0.05312 -1.16590 0.58
C 1.18659 -1.76595 -1.60275 0.26
C 2.64332 0.69986 -1.07165 0.24
C 1.39857 0.40773 -0.32833 -0.33
C -3.64212 -0.45089 -0.24332 0.56
C 1.45012 1.02780 1.09655 -0.45
C 2.34388 -1.78693 0.59157 -0.60
C -3.33631 -1.21621 1.11016 0.92
C 2.78047 1.66071 1.48142 0.06
C -1.57665 1.12991 -0.61921 0.42
H 0.70891 1.81645 1.19835 0.26
H 1.19965 0.25649 1.83099 0.23
H 2.82921 -2.59109 0.03716 0.25
H 3.01652 2.51380 0.83965 0.19
H 3.61081 0.95019 1.46807 0.17
H 3.11868 -1.06870 0.86179 0.22
H 0.26848 -1.34183 0.20976 0.27
H 1.92332 -2.21070 1.50510 0.23
```

- LUMO energy: 0.102 eV
- Max |F|: 0.010 Eh/bohr
- Total charge: 0
- Electronic energy: -56619.765 eV
- HOMO energy: -11.744 eV